{"formula": "C10H19Cl2InNO", "method": "ωB97M-V/def2-TZVPD", "symbols": ["In", "Cl", "Cl", "O", "N", "C", "C", "C", "C", "C", "C", "C", "C", "C", "C", "H", "H", "H", "H", "H", "H", "H", "H", "H", "H", "H", "H", "H", "H", "H", "H", "H", "H", "H"], "xyz": [[-1.2818, 1.5479, -0.8242], [-0.5657, 2.6169, 1.2839], [-2.7659, -0.1638, -0.0234], [-0.3117, -0.9667, 1.0526], [-1.3879, -1.9552, 2.8396], [3.0973, 0.5234, -1.3217], [-2.4016, 2.4761, -2.0509], [0.8549, -0.4208, -2.0337], [-2.5959, -1.9919, 3.6740], [-1.0989, -0.8825, 1.9652], [2.1493, -0.7825, -1.4823], [-0.5945, -3.1443, 2.6013], [0.3625, 0.8676, -1.7749], [2.7537, 1.8159, -2.0282], [1.3025, 2.2179, -1.6862], [-2.5941, -2.9110, 4.2919], [-1.6305, 0.0561, 2.1941], [4.1271, 0.2171, -1.5328], [0.8642, 2.9914, -2.4289], [-0.8609, -3.9248, 3.3264], [-2.1656, 3.5743, -2.2288], [1.9677, -1.1358, -0.4574], [1.3330, 2.8001, -0.6639], [3.4505, 2.5832, -1.7506], [2.8966, 1.8127, -3.1247], [-0.7830, -3.4859, 1.5681], [-3.5169, -2.0338, 3.0655], [0.4677, -2.9181, 2.7282], [2.7186, -1.5886, -2.0218], [-2.9100, 2.2498, -2.9722], [-1.3030, 1.5318, -2.5104], [0.1050, -1.2529, -1.8225], [3.0012, 0.8289, -0.2340], [-2.6841, -1.1524, 4.3821]], "forces_ev_per_a": [[0.02, -2.13, 7.71], [-0.08, 0.05, -0.18], [-1.44, -0.52, -0.41], [0.85, -0.40, 0.59], [0.28, 1.24, -0.32], [-0.41, -0.97, 1.50], [-0.42, 2.46, -5.04], [-3.25, 2.18, 2.65], [-0.05, -0.35, -0.13], [-0.48, -0.59, 1.26], [3.31, 1.03, -0.61], [-0.45, -0.25, -0.17], [4.19, -1.36, -0.85], [-0.94, 0.14, -1.43], [-0.02, -0.24, -0.23], [0.21, 0.43, -0.36], [0.11, -0.36, 0.21], [-0.03, 0.16, 0.22], [0.68, -1.23, 0.98], [-0.04, 0.18, -0.25], [0.53, -1.16, 0.15], [-0.03, -0.13, -0.32], [-0.53, -1.60, -1.64], [0.45, 0.48, 0.62], [-0.29, -0.59, 0.18], [0.33, -0.18, 0.39], [0.30, 0.13, 0.14], [-0.08, -0.03, -0.20], [-0.49, 0.58, 0.30], [-1.23, -0.60, 0.25], [-2.20, 3.20, -2.69], [0.55, 1.10, -0.97], [0.44, -0.61, -0.92], [0.24, -0.08, -0.43]], "e_lumo_ev": 3.012, "charge": -1, "e_tot_ev": -44431.2286, "orbital_gap_ev": 6.98, "multiplicity": 1}

{"formula": "C19H48CaCu2N3O7", "method": "ωB97M-V/def2-TZVPD", "symbols": ["Cu", "Cu", "Ca", "O", "O", "O", "O", "O", "O", "O", "N", "N", "N", "C", "C", "C", "C", "C", "C", "C", "C", "C", "C", "C", "C", "C", "C", "C", "C", "C", "C", "C", "H", "H", "H", "H", "H", "H", "H", "H", "H", "H", "H", "H", "H", "H", "H", "H", "H", "H", "H", "H", "H", "H", "H", "H", "H", "H", "H", "H", "H", "H", "H", "H", "H", "H", "H", "H", "H", "H", "H", "H", "H", "H", "H", "H", "H", "H", "H", "H"], "xyz": [[-1.1854, -0.1775, -1.7459], [2.0445, -3.1429, -2.2014], [-0.7621, -2.4698, -2.7911], [-1.7035, -0.5842, 2.4907], [-0.8923, 2.7975, -3.9070], [-2.8016, 0.7687, -3.1254], [0.0502, 2.6405, 0.4847], [2.9815, -1.0671, 2.9016], [0.5296, -2.3283, -1.6348], [0.6091, -4.0659, 2.9049], [-0.9930, 1.5240, -0.6018], [1.2368, 2.2810, -2.1520], [2.7874, -3.4167, 4.8248], [-1.9963, 2.4226, -1.4326], [1.8324, -1.3364, 3.7596], [-0.2594, 3.9688, -0.0103], [0.8837, -1.3191, -0.7173], [-0.9309, 0.1509, 1.5169], [1.0941, 1.6154, -3.3842], [2.7823, -0.4671, 1.7366], [-3.1718, 1.7745, -2.1305], [1.5829, -4.9298, 3.4587], [2.2183, -2.0366, 5.0230], [-2.2770, -1.8334, 2.1027], [0.3529, -4.1433, 1.5208], [0.3588, 2.4715, -4.4402], [-3.7734, 0.4078, -4.0653], [1.4149, 2.3080, 0.2708], [-1.8566, 1.0627, 0.5550], [1.8284, -4.5063, 4.9375], [1.5764, 1.4615, -0.9773], [-1.4813, 3.9624, -4.4888], [-2.4707, 4.1141, -4.0574], [1.0165, -1.7756, 3.1857], [3.4738, 0.3428, 1.5047], [-0.5569, -4.7415, 1.4718], [-1.6744, 3.8331, -5.5537], [-1.3122, 4.2458, -0.0647], [3.0732, -1.4005, 5.2524], [1.9560, -1.1618, -0.6010], [1.7487, -0.2034, 1.5127], [-3.7404, 1.0458, -4.9484], [0.4410, -1.2968, 0.2785], [-0.0256, 4.0559, -1.0713], [2.3927, -5.3497, 5.3355], [2.9829, -1.1913, 0.9471], [-0.1865, 2.0702, -0.3346], [0.3150, 2.0860, -5.4588], [3.0933, -3.3762, 3.8631], [0.4832, -0.3668, -1.0649], [-2.4926, 0.3565, 0.0211], [-3.7599, -0.6259, -4.4109], [0.3341, 0.9315, -3.0065], [-4.7848, 0.3664, -3.6611], [1.9623, 1.0940, -3.7874], [2.5767, 1.0371, -1.0638], [1.0759, -5.8851, 3.3231], [1.0120, 3.3407, -4.5183], [-3.4973, 2.6237, -2.7314], [0.2184, -3.1481, 1.0970], [1.1344, -4.6538, 0.9580], [-3.1583, -1.3934, 1.6359], [0.4169, 2.8049, -1.8811], [0.9539, -4.3530, 5.5698], [-0.9008, 4.8711, -4.3293], [-1.4142, 2.6112, -2.3346], [-0.2879, 0.8039, 2.1070], [2.4780, -4.6591, 2.8987], [0.8741, 0.6443, -0.8129], [-2.2581, 1.9187, 1.0974], [0.4150, 4.6903, 0.4509], [-1.7403, -2.5070, 1.4346], [-0.3742, -0.5511, 0.8961], [1.7729, 1.5953, 1.0137], [-3.8277, 1.4817, -1.3106], [1.4658, -1.9313, 5.8044], [1.4478, -0.4094, 4.1849], [-2.6434, -2.3180, 3.0077], [-2.1336, 3.3465, -0.8708], [2.0458, 3.1942, 0.3393]], "forces_ev_per_a": [[-1.15, 2.53, -0.46], [1.91, -1.12, -0.22], [-6.87, -1.69, -6.37], [2.33, 0.47, -0.17], [0.14, 0.50, -1.09], [1.89, -1.04, 2.62], [6.08, 9.18, 8.76], [0.06, -1.22, 3.26], [5.02, -0.01, 5.38], [-0.84, 2.21, -0.63], [-11.20, -7.13, -7.25], [2.00, 1.16, 1.70], [-1.21, 2.20, 1.09], [3.05, -1.78, -1.20], [-1.14, 1.18, -0.30], [1.25, 1.70, -0.43], [0.31, 0.10, 0.68], [-2.70, 0.37, 0.75], [-1.94, -0.46, -0.80], [-0.27, -0.15, -2.27], [-0.29, 1.26, 0.53], [-1.82, 0.29, 0.64], [2.13, -0.91, -0.86], [-1.81, 1.98, -0.09], [-0.05, -0.93, 1.31], [1.65, 0.38, 0.58], [-1.97, -0.45, -0.85], [2.89, -0.40, 1.06], [3.21, -1.64, 0.30], [1.39, -1.26, -1.99], [0.19, 1.73, -1.07], [-0.57, 0.16, -0.34], [0.10, -0.11, 0.32], [0.12, -0.36, -0.19], [-0.02, 0.43, 0.47], [-0.27, 0.05, -0.82], [0.32, -0.10, -0.14], [0.54, -0.02, 1.73], [0.16, -0.09, 0.98], [-0.03, -0.14, -0.28], [-0.25, 0.47, 0.52], [0.05, 0.18, 0.17], [0.69, -1.91, -0.52], [0.35, -0.09, 0.05], [-0.22, -0.19, 0.41], [0.40, -0.50, -0.59], [-1.32, -1.83, -2.61], [-0.16, -0.60, 0.12], [0.54, -0.10, 0.19], [-0.20, -1.30, -1.00], [-1.28, 0.38, 1.02], [1.16, -0.21, 0.06], [-0.93, -2.25, -1.06], [-0.08, 0.83, 0.34], [0.18, 0.26, 0.28], [0.22, 0.25, 0.16], [1.19, -0.81, 0.16], [-0.14, 0.56, -0.09], [-0.99, -0.15, 0.24], [-0.10, 0.12, 0.13], [0.35, -0.17, -0.03], [-0.70, -1.30, -0.73], [0.23, -0.11, -1.10], [-0.02, 0.30, -0.36], [0.24, -0.13, 0.05], [0.16, 0.80, 0.80], [0.16, -0.16, -0.17], [0.45, -1.38, -0.04], [1.25, 2.23, -0.11], [-0.56, -0.37, -0.01], [-0.52, 0.04, 0.43], [0.46, 0.20, 0.18], [-0.66, 0.80, 0.77], [-0.51, 0.71, 0.71], [-0.96, -0.75, -0.94], [0.04, -0.30, -0.17], [-0.05, 0.68, -0.54], [0.47, -0.18, -0.09], [-1.47, -0.88, -0.64], [-0.02, -0.04, -0.32]], "e_lumo_ev": -11.982, "de_lowest_kcal_mol": 287.7, "charge": 3, "e_tot_ev": -146955.9710, "orbital_gap_ev": 2.24, "multiplicity": 1}

{"formula": "C11H14N2O", "method": "ωB97M-V/def2-TZVPD", "symbols": ["O", "N", "N", "C", "C", "C", "C", "C", "C", "C", "C", "C", "C", "C", "H", "H", "H", "H", "H", "H", "H", "H", "H", "H", "H", "H", "H", "H"], "xyz": [[-3.1437, -2.4543, -1.5904], [-3.0088, -2.0566, 0.6524], [1.0969, 2.3201, 1.2871], [1.6857, -1.0616, 2.4309], [-3.1644, -1.6539, -0.6610], [1.7697, -0.6266, -0.6299], [1.2462, 2.0866, -1.3039], [-3.2604, -0.1658, -0.9350], [1.3769, 0.9982, -2.2600], [1.8558, -0.2490, -1.9664], [1.4255, 0.2776, 0.3459], [1.1290, 1.6802, -0.0043], [1.2153, 1.5084, 2.3463], [1.3986, 0.2456, 1.8010], [0.7848, -1.5292, 2.7912], [2.2772, -1.7422, 1.6770], [-4.0824, 0.1617, -1.6203], [2.3267, -0.8153, 3.3055], [2.1344, -1.5357, -0.0170], [1.9289, -0.9071, -2.8817], [-2.7662, -2.9815, 0.8346], [-2.9022, -1.4034, 1.4724], [1.5803, 1.8738, 3.3750], [1.0308, 3.3507, 1.4117], [-3.6778, 0.4102, -0.0428], [1.0232, 1.3707, -3.2493], [1.0714, 3.1229, -1.6135], [-2.2636, 0.1764, -1.2780]], "forces_ev_per_a": [[-0.09, 0.47, 1.02], [-0.32, 2.92, 0.77], [-0.76, 4.07, -2.85], [1.90, -0.15, 0.21], [0.19, -0.55, -0.69], [1.51, -1.87, 2.46], [-1.04, -1.12, -0.93], [-1.52, 1.42, 1.18], [-0.47, 4.23, -0.19], [-1.59, -1.32, -1.23], [-1.55, 3.77, 0.31], [1.72, -1.50, 3.49], [1.97, -2.51, 0.38], [0.24, -0.87, -0.41], [-0.22, -0.57, 0.00], [-1.21, 1.12, 1.90], [1.04, -1.06, -0.26], [-0.21, -0.81, -0.33], [-0.48, 0.65, -2.50], [0.34, 0.30, 1.63], [0.34, -1.66, 0.04], [-0.25, -0.92, -1.83], [-1.31, -0.59, -1.78], [0.00, -1.41, -0.42], [1.39, -0.68, -0.52], [1.07, -0.92, 0.34], [0.01, -0.52, -0.08], [-0.71, 0.09, 0.29]], "smiles": "Cc1c[nH]c2ccccc12.CC(N)=O", "e_lumo_ev": 0.636, "de_lowest_kcal_mol": 63.3, "e_tot_ev": -16660.1667, "orbital_gap_ev": 8.19, "multiplicity": 1}

Copy entry 3 word for word.
{"formula": "C11H14N2O", "method": "ωB97M-V/def2-TZVPD", "symbols": ["O", "N", "N", "C", "C", "C", "C", "C", "C", "C", "C", "C", "C", "C", "H", "H", "H", "H", "H", "H", "H", "H", "H", "H", "H", "H", "H", "H"], "xyz": [[-3.1437, -2.4543, -1.5904], [-3.0088, -2.0566, 0.6524], [1.0969, 2.3201, 1.2871], [1.6857, -1.0616, 2.4309], [-3.1644, -1.6539, -0.6610], [1.7697, -0.6266, -0.6299], [1.2462, 2.0866, -1.3039], [-3.2604, -0.1658, -0.9350], [1.3769, 0.9982, -2.2600], [1.8558, -0.2490, -1.9664], [1.4255, 0.2776, 0.3459], [1.1290, 1.6802, -0.0043], [1.2153, 1.5084, 2.3463], [1.3986, 0.2456, 1.8010], [0.7848, -1.5292, 2.7912], [2.2772, -1.7422, 1.6770], [-4.0824, 0.1617, -1.6203], [2.3267, -0.8153, 3.3055], [2.1344, -1.5357, -0.0170], [1.9289, -0.9071, -2.8817], [-2.7662, -2.9815, 0.8346], [-2.9022, -1.4034, 1.4724], [1.5803, 1.8738, 3.3750], [1.0308, 3.3507, 1.4117], [-3.6778, 0.4102, -0.0428], [1.0232, 1.3707, -3.2493], [1.0714, 3.1229, -1.6135], [-2.2636, 0.1764, -1.2780]], "forces_ev_per_a": [[-0.09, 0.47, 1.02], [-0.32, 2.92, 0.77], [-0.76, 4.07, -2.85], [1.90, -0.15, 0.21], [0.19, -0.55, -0.69], [1.51, -1.87, 2.46], [-1.04, -1.12, -0.93], [-1.52, 1.42, 1.18], [-0.47, 4.23, -0.19], [-1.59, -1.32, -1.23], [-1.55, 3.77, 0.31], [1.72, -1.50, 3.49], [1.97, -2.51, 0.38], [0.24, -0.87, -0.41], [-0.22, -0.57, 0.00], [-1.21, 1.12, 1.90], [1.04, -1.06, -0.26], [-0.21, -0.81, -0.33], [-0.48, 0.65, -2.50], [0.34, 0.30, 1.63], [0.34, -1.66, 0.04], [-0.25, -0.92, -1.83], [-1.31, -0.59, -1.78], [0.00, -1.41, -0.42], [1.39, -0.68, -0.52], [1.07, -0.92, 0.34], [0.01, -0.52, -0.08], [-0.71, 0.09, 0.29]], "smiles": "Cc1c[nH]c2ccccc12.CC(N)=O", "e_lumo_ev": 0.636, "de_lowest_kcal_mol": 63.3, "e_tot_ev": -16660.1667, "orbital_gap_ev": 8.19, "multiplicity": 1}